{
  "formula": "C34H55Br2IrN5O2P2S3",
  "method": "ωB97M-V with the def2-TZVPD basis set",
  "mol_weight_g_mol": 1076.021,
  "spin_multiplicity": 1,
  "orbital_gap_ev": 6.13,
  "total_energy_ha": -8882.68707,
  "charge": -1,
  "relative_energy_ev": 0.7058,
  "e_lumo_ev": 2.3,
  "elements": ["Ir", "Br", "C", "C", "C", "Br", "C", "C", "C", "C", "N", "C", "C", "O", "H", "H", "H", "H", "S", "C", "S", "S", "O", "P", "N", "C", "C", "C", "C", "N", "C", "C", "C", "C", "N", "C", "C", "C", "C", "H", "H", "H", "H", "H", "H", "H", "H", "H", "H", "H", "H", "H", "H", "H", "H", "H", "H", "H", "H", "H", "H", "H", "H", "C", "C", "C", "C", "P", "N", "C", "C", "C", "C", "C", "C", "C", "C", "H", "H", "H", "H", "H", "H", "H", "H", "H", "H", "H", "H", "H", "H", "H", "H", "H", "H", "H", "H", "H", "H", "H", "H", "H", "H", "H"],
  "positions_angstrom": [[-1.28403, 0.93069, 0.41029], [-3.28535, 0.50781, -4.39116], [-4.17051, 0.55339, -2.72146], [-5.56908, 0.54646, -2.69836], [-6.24798, 0.61176, -1.51473], [-8.14977, 0.57279, -1.54389], [-5.55414, 0.70650, -0.28505], [-6.16449, 0.85313, 0.98077], [-5.38566, 0.96860, 2.09192], [-3.98514, 0.94800, 1.97044], [-3.38485, 0.81537, 0.80924], [-4.14392, 0.68690, -0.32345], [-3.39996, 0.59316, -1.55944], [-2.12304, 0.51940, -1.52683], [-6.11086, 0.49354, -3.63267], [-7.24268, 0.89763, 1.04928], [-5.82409, 1.09741, 3.07234], [-3.35323, 1.04443, 2.84237], [-1.17869, 3.15649, 4.38274], [-1.18353, 2.36069, 2.92726], [-0.87037, 0.70659, 2.64209], [-1.53727, 2.98914, 1.37602], [-0.55432, -1.35352, 0.20426], [-0.08895, -2.44061, 1.10418], [0.93560, -1.98997, 2.30440], [0.83134, -2.21546, 3.74797], [2.19922, -1.76903, 4.24839], [2.47883, -0.54070, 3.37827], [1.94854, -0.94713, 2.00265], [0.66370, -3.59956, 0.18563], [1.20871, -3.26150, -1.13721], [1.86980, -4.56457, -1.56005], [2.48564, -5.06712, -0.25132], [1.47307, -4.64473, 0.82417], [-1.29559, -3.30698, 1.87853], [-2.13163, -4.09999, 0.94450], [-3.37213, -4.47268, 1.76574], [-3.41669, -3.45024, 2.91985], [-2.27694, -2.47893, 2.62069], [0.59980, -3.25939, 3.96314], [0.06121, -1.58127, 4.19840], [2.94209, -2.54810, 4.05221], [2.19523, -1.54746, 5.31576], [3.53487, -0.27316, 3.34273], [1.91240, 0.31562, 3.74723], [2.74508, -1.38255, 1.38754], [1.50890, -0.11204, 1.45316], [1.95165, -2.45887, -1.07999], [0.41434, -2.92839, -1.80226], [2.60824, -4.41329, -2.34739], [1.11414, -5.26782, -1.91817], [3.44503, -4.57389, -0.08272], [2.65445, -6.14382, -0.24687], [1.96563, -4.27076, 1.72658], [0.83347, -5.48229, 1.12184], [-1.57621, -4.96841, 0.59634], [-2.41452, -3.50096, 0.07108], [-3.28719, -5.48846, 2.15193], [-4.26958, -4.42502, 1.14975], [-3.24873, -3.94427, 3.87731], [-4.37010, -2.92502, 2.97467], [-1.83383, -2.06373, 3.52172], [-2.62552, -1.64526, 1.99951], [1.20446, 4.80914, -0.36655], [0.94966, 3.97317, -1.62888], [-0.56769, 3.98828, -1.88404], [1.67496, 4.64189, -2.80219], [1.46452, 2.17974, -1.21564], [0.52604, 1.50059, -0.23114], [3.19719, 2.22500, -0.40617], [3.72970, 0.78516, -0.44870], [3.01063, 2.58953, 1.07604], [4.23734, 3.14679, -1.04862], [1.60437, 1.22560, -2.87180], [0.33421, 1.52963, -3.67661], [2.82552, 1.53705, -3.74411], [1.55528, -0.27047, -2.54300], [0.72961, 5.78786, -0.49388], [2.26498, 4.98160, -0.19012], [0.76917, 4.33849, 0.51492], [-0.96194, 4.97835, -1.63284], [-1.07846, 3.25894, -1.25800], [-0.82045, 3.78120, -2.92161], [1.35410, 5.68846, -2.86644], [1.44167, 4.17427, -3.75753], [2.75817, 4.64012, -2.67865], [2.95921, 0.08753, -0.12323], [4.58493, 0.70007, 0.23064], [4.06701, 0.49409, -1.44215], [2.07007, 2.17995, 1.45066], [3.00668, 3.66477, 1.24537], [3.83381, 2.16234, 1.65973], [4.39083, 2.92901, -2.10566], [5.19904, 3.00808, -0.54032], [3.97232, 4.19865, -0.95276], [0.32426, 2.53912, -4.08232], [-0.56139, 1.37437, -3.07384], [0.28427, 0.83642, -4.52346], [2.91922, 2.59996, -3.96671], [2.72554, 1.00909, -4.70035], [3.75827, 1.20272, -3.29014], [0.87577, -0.45542, -1.70888], [2.53793, -0.67315, -2.29729], [1.17876, -0.81657, -3.41555]],
  "lowdin_charge": [0.865, 0.764, -0.604, -0.189, -0.639, 0.721, -0.194, -0.041, -0.034, -0.160, -0.083, -0.120, -0.419, -0.214, 0.089, 0.073, 0.108, 0.060, 0.423, -1.764, 0.559, 0.575, -0.349, 0.540, -0.196, -0.222, -0.170, -0.170, -0.218, -0.187, -0.197, -0.170, -0.169, -0.192, -0.172, -0.201, -0.161, -0.158, -0.215, 0.112, 0.079, 0.107, 0.109, 0.107, 0.099, 0.107, 0.043, 0.097, 0.117, 0.108, 0.111, 0.107, 0.101, 0.101, 0.105, 0.100, 0.118, 0.099, 0.103, 0.103, 0.104, 0.085, 0.088, -0.107, -0.585, -0.105, -0.091, 0.823, -0.416, -0.578, -0.102, -0.094, -0.089, -0.579, -0.113, -0.089, -0.116, 0.083, 0.052, 0.043, 0.083, 0.008, 0.065, 0.084, 0.055, 0.057, 0.042, 0.084, 0.056, 0.057, 0.064, 0.076, 0.058, 0.084, 0.055, 0.055, 0.040, 0.079, 0.057, 0.083, 0.054, 0.045, 0.056, 0.087]
}

{
  "formula": "C51H84N5O7P",
  "method": "ωB97M-V with the def2-TZVPD basis set",
  "mol_weight_g_mol": 910.235,
  "spin_multiplicity": 3,
  "orbital_gap_ev": [7.69, 8.14],
  "total_energy_ha": -3135.35029,
  "s2": 2.0082,
  "relative_energy_ev": 0.0000,
  "e_lumo_ev": [-0.4, -0.4],
  "elements": ["C", "C", "C", "C", "C", "C", "C", "C", "C", "O", "N", "C", "C", "C", "C", "C", "C", "C", "P", "N", "C", "C", "C", "C", "C", "C", "C", "C", "C", "C", "O", "C", "C", "O", "N", "C", "O", "C", "C", "C", "C", "O", "H", "H", "H", "H", "H", "H", "H", "H", "H", "H", "H", "H", "H", "H", "H", "H", "H", "H", "H", "H", "H", "H", "H", "H", "H", "H", "H", "H", "H", "H", "H", "H", "H", "H", "H", "H", "H", "H", "H", "H", "H", "H", "H", "H", "H", "H", "H", "H", "C", "C", "C", "C", "C", "C", "N", "O", "C", "C", "C", "H", "H", "H", "H", "H", "H", "H", "H", "H", "H", "H", "H", "H", "H", "H", "H", "H", "H", "C", "C", "C", "C", "C", "C", "N", "O", "C", "C", "C", "H", "H", "H", "H", "H", "H", "H", "H", "H", "H", "H", "H", "H", "H", "H", "H", "H", "H"],
  "positions_angstrom": [[2.50243, 2.62306, 4.72140], [2.64379, 2.75197, 3.20133], [1.31404, 2.52143, 2.46619], [1.42777, 1.81122, 1.10307], [1.24179, 0.30693, 1.09934], [2.26080, -0.53334, 0.58742], [3.49988, 0.04989, -0.06093], [4.62970, 0.36012, 0.91054], [5.83671, 1.04035, 0.31052], [6.64476, 1.59746, 1.00402], [5.96302, 1.04738, -1.13039], [6.95853, 0.14133, -1.62504], [8.25571, 0.58018, -1.85838], [9.20996, -0.28862, -2.35522], [8.88475, -1.61265, -2.59972], [7.59438, -2.05290, -2.35600], [6.63315, -1.17968, -1.88061], [2.12747, -1.93562, 0.63182], [3.45756, -3.02278, 0.03408], [4.90189, -2.69722, 0.56126], [0.95405, -2.46544, 1.16151], [-0.06778, -1.63124, 1.60938], [0.03106, -0.24041, 1.58226], [-1.16430, 0.56604, 2.04213], [-1.69041, 1.64807, 1.07939], [-1.67745, 1.23419, -0.38604], [-2.10036, 2.33146, -1.37134], [-1.39840, 3.68301, -1.22547], [-0.01449, 3.75394, -1.91034], [0.16247, 4.93403, -2.86480], [0.69563, 6.08180, -2.23147], [2.09351, 6.03879, -2.10304], [-1.18348, -2.50600, 2.08905], [-2.34631, -2.26445, 2.26459], [-0.65028, -3.82954, 2.19525], [-0.61313, -4.47228, 3.47151], [0.54191, -4.00361, 4.14261], [0.61056, -4.41993, 5.49641], [2.05161, -4.36917, 5.95471], [2.58649, -2.93487, 6.11702], [0.51077, -3.87577, 1.37446], [0.94215, -4.89183, 0.89734], [3.25785, 3.19997, 5.25305], [1.52574, 2.98141, 5.05440], [2.58810, 1.58022, 5.03017], [3.37549, 2.01848, 2.86620], [3.04684, 3.73620, 2.96104], [0.86310, 3.49984, 2.27976], [0.64085, 2.00345, 3.14203], [0.65974, 2.22344, 0.44503], [2.37785, 2.09371, 0.65741], [3.23010, 0.96503, -0.58823], [3.84845, -0.62546, -0.84311], [4.99121, -0.55343, 1.38531], [4.30034, 1.05286, 1.68243], [6.20258, 1.99127, -1.40921], [8.51740, 1.61241, -1.66277], [10.21597, 0.05774, -2.55179], [9.62873, -2.29653, -2.98411], [7.32514, -3.08262, -2.55079], [5.62896, -1.53689, -1.70005], [3.33785, -2.90671, -1.36575], [3.00606, -4.30318, 0.33664], [5.31227, -3.47303, 1.06335], [-1.97667, -0.13225, 2.21504], [-0.96435, 1.02504, 3.00997], [-1.17644, 2.59053, 1.25904], [-2.73379, 1.82542, 1.35692], [-2.37965, 0.40117, -0.49344], [-0.70109, 0.84252, -0.68895], [-3.18162, 2.47788, -1.34790], [-1.86446, 1.96360, -2.37550], [-2.04507, 4.43721, -1.67849], [-1.30156, 3.98554, -0.18453], [0.21639, 2.80695, -2.40520], [0.74923, 3.86670, -1.13478], [0.82502, 4.64275, -3.69086], [-0.79500, 5.21420, -3.30334], [2.43900, 5.15092, -1.56130], [2.39889, 6.91544, -1.53468], [2.58457, 6.06030, -3.08223], [-1.51633, -4.20300, 4.02700], [-0.56904, -5.55936, 3.36591], [0.21958, -5.44004, 5.60367], [-0.01355, -3.77028, 6.12279], [2.67134, -4.90863, 5.23837], [2.12676, -4.88704, 6.91300], [3.09962, -2.60792, 5.21319], [1.76327, -2.23963, 6.29078], [3.28335, -2.85935, 6.94882], [1.50133, -5.52219, -2.54056], [0.08186, -5.91931, -2.92900], [-0.48970, -4.80657, -3.82359], [-1.73028, -5.18364, -4.63188], [-1.50944, -6.49872, -5.37520], [-1.09738, -7.63274, -4.43859], [0.12434, -7.21506, -3.67663], [1.18857, -7.33538, -4.38622], [-2.27255, -7.99151, -3.51677], [-0.76435, -8.88897, -5.23267], [-0.71494, -6.06506, -1.60698], [1.99542, -6.32142, -1.98762], [2.11253, -5.27334, -3.40581], [1.43778, -4.64555, -1.89315], [0.28954, -4.49556, -4.52665], [-0.69983, -3.93965, -3.19362], [-2.61057, -5.24449, -3.98655], [-1.93847, -4.39089, -5.35301], [-2.41476, -6.79717, -5.90870], [-0.72960, -6.35716, -6.12979], [-1.98198, -8.76133, -2.80058], [-3.08462, -8.38909, -4.12635], [-2.67459, -7.14602, -2.96592], [-0.01044, -8.70184, -5.99330], [-1.66926, -9.24386, -5.72695], [-0.39841, -9.67844, -4.57525], [-1.43965, -5.25860, -1.47729], [-0.04553, -6.04786, -0.75024], [-1.25154, -7.00503, -1.53138], [-3.45002, 7.10306, 1.67487], [-4.90425, 6.66370, 1.54495], [-5.65932, 7.74433, 0.75372], [-7.00781, 7.31822, 0.17600], [-6.87600, 6.00078, -0.58281], [-6.27243, 4.89311, 0.27791], [-4.95033, 5.35632, 0.81467], [-4.02471, 5.26419, -0.07098], [-7.25819, 4.51026, 1.39190], [-6.04040, 3.63700, -0.55210], [-5.45915, 6.50772, 2.98520], [-2.84567, 6.32138, 2.13644], [-3.00616, 7.35471, 0.71460], [-3.41805, 7.98771, 2.31257], [-5.02362, 8.06852, -0.07584], [-5.78491, 8.61324, 1.40229], [-7.76159, 7.23963, 0.96389], [-7.36263, 8.09400, -0.50484], [-7.84932, 5.66712, -0.94935], [-6.24295, 6.15562, -1.46199], [-6.82400, 3.75857, 2.05279], [-8.15020, 4.08045, 0.93557], [-7.58673, 5.35030, 1.99731], [-5.43614, 3.83817, -1.43385], [-7.00426, 3.24709, -0.88020], [-5.54079, 2.86723, 0.03825], [-6.17877, 7.28966, 3.23049], [-4.64851, 6.56302, 3.71136], [-5.93750, 5.54919, 3.15331]],
  "lowdin_spin": [0.000, 0.000, 0.000, 0.000, 0.000, 0.000, 0.000, 0.000, 0.000, 0.000, 0.000, 0.000, 0.000, 0.000, 0.000, 0.000, 0.000, 0.000, 0.000, 0.000, 0.000, 0.000, 0.000, 0.000, 0.000, 0.000, 0.000, 0.000, 0.000, 0.000, 0.000, 0.000, 0.000, 0.000, 0.000, 0.000, 0.000, 0.000, 0.000, 0.000, 0.000, 0.000, 0.000, 0.000, 0.000, 0.000, 0.000, 0.000, 0.000, 0.000, 0.000, 0.000, 0.000, 0.000, 0.000, 0.000, 0.000, 0.000, 0.000, 0.000, 0.000, 0.000, 0.000, 0.000, 0.000, 0.000, 0.000, 0.000, 0.000, 0.000, 0.000, 0.000, 0.000, 0.000, 0.000, 0.000, 0.000, 0.000, 0.000, 0.000, 0.000, 0.000, 0.000, 0.000, 0.000, 0.000, 0.000, 0.000, 0.000, 0.000, -0.001, 0.026, 0.017, 0.001, 0.016, 0.026, 0.378, 0.524, 0.002, -0.001, 0.004, 0.000, 0.000, 0.000, 0.002, 0.002, 0.000, 0.001, 0.002, 0.002, 0.001, 0.000, 0.000, -0.001, 0.000, 0.000, 0.000, 0.000, 0.001, -0.001, 0.026, 0.017, 0.001, 0.016, 0.027, 0.378, 0.522, 0.002, -0.001, 0.004, 0.000, 0.000, 0.000, 0.002, 0.002, 0.000, 0.001, 0.002, 0.002, 0.001, 0.000, 0.000, 0.000, 0.000, 0.000, 0.000, 0.000, 0.001]
}